DFT (ωB97M-V/def2-TZVPD) results for C3H3InO3 as an isolated structure in a non-equilibrium geometry.

Properties
highest occupied orbital energy (alpha / beta) = -21.79 / -19.26 eV
lowest unoccupied orbital energy (alpha / beta) = -12.003 / -13.941 eV
gap between HOMO and LUMO (alpha / beta) = 9.79 / 5.32 eV
relative energy (zero: lowest compared OMol25 entry of this formula, charge and spin) = 0.000 eV

Structure (ORCA input):
```
! wB97M-V def2-TZVPD RIJCOSX def2/J DEFGRID3
* xyz 2 1
C 0.134 -0.276 1.255
O 0.362 -0.094 -1.787
C 0.697 0.696 -0.858
C -0.819 -1.151 0.958
O 1.027 0.290 0.352
O 0.664 1.946 -1.055
H 0.292 0.141 2.249
H -0.925 -1.607 -0.024
H -1.516 -1.432 1.747
In 0.084 1.488 -2.836
*
```

***

DFT (ωB97M-V/def2-TZVPD) results for an isolated ion of composition C6H10N and charge +1 in a non-equilibrium geometry.

Properties
highest occupied orbital energy = -13.85 eV
lowest unoccupied orbital energy = -6.109 eV
gap between HOMO and LUMO = 7.74 eV
relative energy (zero: lowest compared OMol25 entry of this formula, charge and spin) = 4.457 eV

Structure (ORCA input):
```
! wB97M-V def2-TZVPD RIJCOSX def2/J DEFGRID3
* xyz 1 1
C -1.029 1.253 -0.483
C -1.663 0.157 -0.341
C 1.017 0.749 0.918
C 0.453 1.093 -0.476
C -2.490 -0.794 0.290
C 2.061 -0.983 -0.387
N 0.781 -0.319 -0.102
H -1.362 2.343 -0.621
H 2.076 1.115 1.055
H 0.221 0.916 1.753
H 1.191 1.519 -1.067
H -2.004 -1.700 0.240
H -3.345 -1.156 -0.376
H -2.808 -0.585 1.278
H 1.767 -1.806 -1.087
H 2.604 -0.425 -1.063
H 2.529 -1.378 0.468
*
```

***

DFT (ωB97M-V/def2-TZVPD) results for an isolated ion of composition CNO2S2 and charge -1 in a non-equilibrium geometry.

Properties
highest occupied orbital energy = -4.42 eV
lowest unoccupied orbital energy = 3.532 eV
gap between HOMO and LUMO = 7.95 eV
relative energy (zero: lowest compared OMol25 entry of this formula, charge and spin) = 0.329 eV

Structure (ORCA input):
```
! wB97M-V def2-TZVPD RIJCOSX def2/J DEFGRID3
* xyz -1 1
C 1.492 -0.139 -0.302
N 0.596 0.368 -0.941
O -1.276 -0.803 0.903
O -2.224 0.885 -0.618
S 2.552 -0.775 0.664
S -1.139 0.464 0.295
*
```

***

Repeat the first record exactly.
DFT (ωB97M-V/def2-TZVPD) results for C3H3InO3 as an isolated structure in a non-equilibrium geometry.

Properties
highest occupied orbital energy (alpha / beta) = -21.79 / -19.26 eV
lowest unoccupied orbital energy (alpha / beta) = -12.003 / -13.941 eV
gap between HOMO and LUMO (alpha / beta) = 9.79 / 5.32 eV
relative energy (zero: lowest compared OMol25 entry of this formula, charge and spin) = 0.000 eV

Structure (ORCA input):
```
! wB97M-V def2-TZVPD RIJCOSX def2/J DEFGRID3
* xyz 2 1
C 0.134 -0.276 1.255
O 0.362 -0.094 -1.787
C 0.697 0.696 -0.858
C -0.819 -1.151 0.958
O 1.027 0.290 0.352
O 0.664 1.946 -1.055
H 0.292 0.141 2.249
H -0.925 -1.607 -0.024
H -1.516 -1.432 1.747
In 0.084 1.488 -2.836
*
```

***

Question: What is the formula in the first record?
Answer: C3H3InO3

***

Question: Number 3 is which compound?
Answer: CNO2S2

***

Question: What is the relative energy (zero: lowest compared OMol25 entry of this formula, charge and spin) in the third record?
Answer: 0.329 eV